Computed, not measured: a molecular structure, C51H38CrN3O3S3, with ωB97M-V with the def2-TZVPD basis set.

XYZ file:
```
99
Properties=species:S:1:pos:R:3:forces:R:3
S -0.63534 -0.12320 1.38774 -0.034 -0.309 0.113
C -0.88920 -3.17669 -0.89375 -0.019 -0.067 -0.021
H 2.53749 -2.09070 0.49660 0.009 -0.018 -0.023
H 0.78687 -0.09499 3.86482 0.017 0.005 0.007
H 0.57223 3.66527 -6.51427 0.003 0.002 -0.002
H 5.98485 -0.13025 0.64391 0.009 0.000 0.007
C 2.35927 -4.52125 -1.87402 0.000 0.029 0.024
O -0.82510 -0.31682 -3.56632 0.040 0.005 0.188
C 0.18463 1.54576 -6.41756 -0.030 -0.037 0.093
C -2.97670 -0.48355 4.64716 -0.006 0.000 0.016
H 3.31237 3.27080 -0.02800 0.012 -0.014 0.011
H 4.36982 -0.57149 -1.15592 -0.004 0.003 -0.012
H 0.41056 1.33062 -7.45069 0.004 0.006 -0.007
H 0.03693 4.02399 -4.12373 -0.001 -0.008 0.011
C 1.24650 3.41784 0.61229 0.006 -0.018 -0.004
C -0.02708 3.04059 -4.56684 -0.003 0.047 0.005
H -0.28965 -0.50661 -5.87596 0.004 0.003 -0.029
H 1.50958 -1.74010 -3.64584 0.004 -0.004 0.007
C 2.60034 5.25944 -0.17941 -0.003 0.011 -0.007
H -0.71246 -5.30067 -0.66933 -0.018 -0.022 0.004
H -3.26590 -0.42470 2.51474 0.005 0.003 -0.010
C 2.47200 3.93347 0.12375 0.014 -0.004 0.033
C 2.02395 -1.77311 -1.56754 0.029 0.020 -0.088
C 4.07134 -0.02604 -0.27053 0.015 0.021 0.021
C -0.41268 1.98448 -3.73121 0.006 -0.003 -0.062
H -1.92433 4.49195 1.31406 -0.003 0.007 0.002
H -2.22641 2.09059 1.73854 0.007 -0.016 0.002
C 4.55383 0.89874 1.90064 0.064 -0.046 -0.044
H -4.03070 -0.60705 4.86169 -0.009 0.000 0.000
C 3.72988 2.26824 4.19129 0.013 -0.004 0.014
C -0.16023 1.59329 1.30563 -0.040 -0.005 -0.042
C 0.32219 5.67450 0.45291 0.026 -0.011 -0.007
C -2.99217 -2.30933 -1.25616 0.024 0.057 0.057
C 2.73687 0.43891 -0.16304 0.171 -0.003 -0.090
C 1.80748 -2.35854 -2.80890 0.052 -0.008 -0.003
H -5.91738 2.01260 -1.76601 -0.033 -0.009 -0.009
C -1.26051 2.47893 1.43543 0.007 0.073 -0.014
C -3.96668 1.14989 -1.52067 -0.100 -0.055 -0.014
C 2.40043 -2.54252 -0.47534 0.056 -0.010 0.034
H 1.56943 -6.49822 -2.17210 -0.005 -0.001 -0.008
C 5.04480 1.76447 4.10255 -0.004 -0.013 -0.008
H -3.56421 -0.85136 7.18594 -0.003 0.004 -0.002
H 3.54238 5.63300 -0.55813 0.004 0.002 -0.004
C -0.19336 0.52782 -5.58594 0.034 0.065 -0.005
C -5.78225 -2.61749 -1.56502 0.104 -0.042 -0.003
C -5.20650 -1.30330 -1.56532 -0.099 0.135 -0.005
N -0.48188 0.75046 -4.28506 0.021 -0.020 -0.024
H 0.01370 -0.28649 6.20999 0.003 0.000 0.007
H -3.16621 -5.67914 -1.00913 0.012 -0.018 0.020
C 3.23890 1.40653 1.98270 -0.024 0.026 0.018
H 3.41782 2.79495 5.08351 -0.002 0.003 0.000
H 6.45113 0.70361 2.90218 0.008 0.004 0.006
N -1.65213 -2.12089 -1.10594 -0.034 0.149 -0.120
H -1.92168 -1.28471 7.66782 0.006 0.000 0.001
C 4.96189 0.21415 0.72697 -0.046 0.000 -0.009
C 2.85245 2.09995 3.15926 -0.018 0.025 -0.019
H 1.81886 -4.18171 -3.92220 -0.009 -0.010 0.000
H -0.52319 6.33928 0.57996 0.001 0.010 0.000
H 5.73230 1.90994 4.92500 0.003 0.002 0.003
H 1.63750 7.19338 -0.24560 0.002 0.003 0.001
C 2.53457 -6.00318 -2.04430 0.006 -0.056 0.002
S 1.62982 -0.02692 -1.48921 0.026 0.007 0.211
C 2.56909 -3.90972 -0.64006 0.038 0.012 -0.020
Cr -1.04368 -0.07765 -1.48188 -0.341 0.243 -0.340
H -7.05049 -0.21633 -1.81973 -0.015 0.028 0.005
H 1.84831 2.49550 3.23946 -0.004 0.009 -0.006
C 1.51852 6.14503 -0.00670 -0.024 -0.002 -0.003
S -0.78160 2.24383 -2.06235 -0.022 -0.188 0.011
C -2.06538 -0.44793 5.69464 0.024 0.002 -0.016
C -3.82583 -1.14639 -1.41670 0.084 0.004 0.055
C -1.20376 -0.22360 3.06758 0.176 0.079 0.117
N -3.22244 0.06823 -1.39552 0.109 -0.136 0.049
C -1.39696 -4.48292 -0.84322 -0.080 0.067 -0.005
H -3.43810 2.09460 -1.52086 0.003 0.001 0.000
C 5.44523 1.09635 2.98249 -0.008 0.006 0.003
C -5.36017 1.09225 -1.67007 0.033 -0.105 0.013
O 0.56153 -1.00372 1.26379 -0.094 0.069 0.004
H 0.16663 -2.99211 -0.75545 -0.132 -0.034 0.019
C -1.09564 3.80465 1.19795 0.022 -0.031 -0.017
H -5.43311 -4.69975 -1.39322 0.005 -0.011 0.005
H 2.87968 -4.50953 0.20690 -0.012 -0.004 0.008
C -0.26708 -0.19181 4.09668 -0.059 0.008 -0.023
C -2.51889 -0.55465 7.12149 -0.031 -0.006 0.041
H 3.13055 -6.22821 -2.92881 0.001 0.003 0.001
C -2.55143 -0.37790 3.32879 -0.041 -0.022 -0.037
C -2.73950 -4.68421 -1.02442 0.079 0.070 -0.020
C -3.58389 -3.57478 -1.23074 0.095 -0.093 0.033
H 3.02612 -6.44679 -1.18002 0.000 0.001 0.001
C -0.70562 -0.30532 5.40022 0.000 0.003 -0.013
C -5.97809 -0.13200 -1.69761 0.095 0.043 0.002
C 1.07918 2.02223 0.92622 -0.048 0.075 -0.095
O 2.09246 0.57833 -2.75460 0.017 0.002 -0.027
C 0.15896 4.30529 0.76222 -0.085 0.025 0.024
H -6.85219 -2.71312 -1.69449 -0.011 -0.004 0.006
C 2.33081 1.20891 0.89133 0.009 -0.084 0.106
C -5.00242 -3.70708 -1.40091 -0.054 0.110 -0.026
H -2.40929 0.40405 7.63145 0.003 0.002 0.002
C 0.27080 2.83564 -5.89003 -0.003 -0.045 -0.035
C 1.97670 -3.72582 -2.95192 -0.010 0.004 -0.045
```
Positions in Å, forces in eV/Å.

For the calculated total energy, the calculation gives -4595.14881 Eh. The calculation puts the frontier orbital gap (alpha / beta) at 6.952 / 7.129 eV. Its charge is +1. Its spin multiplicity is 5.

Atomic partial charges in e from the Löwdin method, atoms 1 to 8:
1. S 0.97
2. C -0.07
3. H 0.11
4. H 0.11
5. H 0.11
6. H 0.12
7. C -0.27
8. O -0.24